(1)
C6H13NO | ωB97M-V/def2-TZVPD

Geometry as XYZ:
```
21
Properties=species:S:1:pos:R:3
C -0.94 0.77 0.60
C 0.09 1.63 -0.09
N -2.30 1.09 0.31
C 2.26 -0.68 -0.48
C 2.48 -0.71 -1.78
O -0.74 0.86 1.97
H -1.38 0.27 2.39
H -2.77 0.50 -0.37
H -2.42 2.04 -0.02
H 3.02 -0.30 0.21
H -0.09 1.70 -1.16
H 0.13 2.61 0.36
H 1.09 1.15 0.02
H 3.38 -0.34 -2.24
H 1.74 -1.12 -2.46
C -0.69 -0.88 0.15
C -1.04 -1.88 0.95
H -0.96 -1.82 2.02
H 1.21 -1.01 -0.03
H -0.79 -1.00 -0.93
H -1.26 -2.87 0.58
```

Its energy is -9967.6412 eV. The calculation puts the HOMO energy at -9.607 eV. The calculation puts the lowest unoccupied orbital energy at 0.036 hartree. The spin multiplicity is 1. The molar mass is 115.176 g mol⁻¹.

Atomic partial charges in e from the Löwdin method, atoms 1 to 2:
1. C -0.621
2. C -0.034

=====

(2)
C4H8ClN3 | ωB97M-V/def2-TZVPD

Geometry as XYZ:
```
16
Properties=species:S:1:pos:R:3
C -0.91 1.11 -0.74
C 0.99 -0.95 0.22
C 1.42 0.43 -0.31
C -0.19 -1.04 1.22
N -2.01 1.70 -0.74
N 0.35 1.16 -1.07
N -1.47 -0.64 0.67
Cl -3.45 1.16 -0.09
H 0.82 -1.53 -0.70
H 1.86 -1.24 0.78
H 1.77 1.14 0.42
H 2.06 0.39 -1.15
H -0.37 -2.02 1.42
H 0.03 -0.29 1.96
H 0.72 1.84 -1.67
H -1.63 -1.22 -0.20
```

Its energy is -21264.9609 eV. The calculation puts the HOMO energy (alpha / beta) at -7.583 / -7.872 eV. The calculation puts the lowest unoccupied orbital energy (alpha / beta) at 0.003 / 0.001 hartree. The spin multiplicity is 1. The molar mass is 133.582 g mol⁻¹.

Atomic partial charges in e from the Löwdin method, atoms 1 to 2:
1. C -0.255
2. C -0.170

=====

(3)
C5H6N | ωB97M-V/def2-TZVPD

Geometry as XYZ:
```
12
Properties=species:S:1:pos:R:3
C 0.46 -0.92 0.16
C 1.75 -0.87 -0.20
C 1.72 0.55 -0.01
C 0.39 1.04 0.13
C -2.01 -0.30 -0.03
N -0.51 0.03 0.00
H 2.58 -1.55 -0.34
H 2.48 1.31 0.18
H -0.06 2.04 0.23
H -2.14 -0.74 0.92
H -2.02 -1.16 -0.87
H -2.64 0.58 -0.17
```

Its energy is -6759.8325 eV. The calculation puts the HOMO energy (alpha / beta) at -14.690 / -14.692 eV. The calculation puts the lowest unoccupied orbital energy (alpha / beta) at -0.248 / -0.249 hartree. The total charge is +1. The spin multiplicity is 1. The molar mass is 80.110 g mol⁻¹.

Atomic partial charges in e from the Löwdin method, atoms 1 to 2:
1. C 0.135
2. C 0.056

=====

(4)
FH12O6 | ωB97M-V/def2-TZVPD

Geometry as XYZ:
```
19
Properties=species:S:1:pos:R:3
F -0.08 0.17 0.08
O -1.64 1.06 -1.97
H -1.05 0.69 -1.28
H -2.49 0.62 -1.90
O 1.50 1.85 -0.86
H 1.78 1.27 -1.61
H 0.88 1.22 -0.38
O 1.52 -1.44 1.64
H 1.04 -0.87 1.03
H 0.91 -1.49 2.39
O 0.52 -1.31 -1.79
H 0.11 -0.80 -1.09
H 1.46 -1.14 -1.62
O 0.21 1.51 2.38
H 0.10 2.45 2.00
H 0.03 0.91 1.58
O -1.61 -1.65 0.78
H -1.04 -0.97 0.46
H -2.16 -2.10 0.16
```

Its energy is -15200.1517 eV. The calculation puts the HOMO energy at -7.069 eV. The calculation puts the lowest unoccupied orbital energy at 0.136 hartree. The total charge is -1. The spin multiplicity is 1. The molar mass is 127.088 g mol⁻¹.

Atomic partial charges in e from the Löwdin method, atoms 1 to 2:
1. F -0.446
2. O -0.079